# C25H21N2O7W

A molecular structure, C25H21N2O7W (ωB97M-V/def2-TZVPD, OMol25).

Atoms and positions in Å:
W 0.32979 0.22355 -0.97582
C 1.67231 2.95927 -1.03455
O 0.34389 2.36932 -0.76477
C -0.26042 2.78116 0.46131
C -0.70312 4.06197 0.66835
C -1.45323 4.31802 1.81548
C -1.76859 3.29218 2.69335
C -1.28811 2.00621 2.48323
C -0.50305 1.74659 1.36995
N 0.05200 0.45639 1.12443
N 1.36387 0.47896 0.69309
C 2.10376 -0.65690 0.74726
C 2.70367 -0.94169 -0.58169
O 2.10678 -0.28370 -1.54444
C 3.66565 -1.91675 -0.72998
C 3.94081 -2.72644 0.35680
C 3.24501 -2.61320 1.59963
C 3.47758 -3.51289 2.63111
C 2.79750 -3.39655 3.85510
C 1.94707 -2.32950 4.08509
C 1.69501 -1.41092 3.06870
C 2.30739 -1.55825 1.81355
H 1.54945 4.01497 -1.26153
H 2.08037 2.45692 -1.90755
H 2.31081 2.83722 -0.16249
H -0.50352 4.84787 -0.04990
H -1.80223 5.32410 2.00268
H -2.38997 3.49285 3.55533
H -1.49259 1.21289 3.19086
H 4.12821 -2.06878 -1.69732
H 4.68531 -3.50812 0.24395
H 4.19707 -4.31142 2.48977
H 2.95329 -4.13742 4.62914
H 1.46467 -2.21625 5.04675
H 1.01116 -0.58853 3.22799
O 0.23214 -2.77155 -2.35230
C -0.50397 -2.09233 -1.72264
O -0.06622 -1.48817 -0.54564
C -1.91959 -1.62873 -2.07541
C -2.53933 -0.89465 -0.86251
C -4.00528 -0.57643 -1.10713
C -3.92499 0.59856 -2.11050
C -2.43095 0.73166 -2.34124
O -1.86049 0.43112 -0.98700
C -1.85025 -0.44866 -3.14994
C -0.38388 -0.13936 -3.49293
O 0.30808 -0.69842 -4.26675
O 0.10039 0.86065 -2.65525
H -2.49781 -2.47858 -2.43032
H -2.31772 -1.33222 0.10474
H -4.52774 -1.44287 -1.50803
H -4.50349 -0.28370 -0.18648
H -4.45877 0.41149 -3.03989
H -4.32267 1.51403 -1.67872
H -2.10321 1.71091 -2.67290
H -2.39188 -0.68584 -4.06201

Atoms 1-2, force components in eV/Å:
-1.0988 2.1728 2.0837
0.2354 0.4263 -0.1862

For the HOMO energy, the calculation gives -18.0 eV. As for the LUMO energy: -0.4794 hartree. The gap between HOMO and LUMO is 4.92 eV. The calculation puts the total energy at -45373.6019 eV. Its total charge is +3.

# C2H3O3

2 unconnected molecules or ions with the total composition C2H3O3 (ωB97M-V/def2-TZVPD, OMol25).

Atoms and positions in Å:
C -1.82352 -0.07784 -0.12454
C 1.04930 0.57433 0.07026
O -2.00622 -1.25252 -0.15985
O -2.28391 1.02256 -0.15086
O 1.88042 -0.66612 0.09888
H 1.33366 1.00980 1.05140
H -0.08102 0.26089 0.04179
H 1.93128 -0.87111 -0.82706

Atoms 1-2, force components in eV/Å:
-1.9111 0.2514 0.3362
0.7331 -0.4087 -0.1238

For the HOMO energy (alpha / beta), the calculation gives -1.6 / -1.6 eV. As for the LUMO energy (alpha / beta): 0.1421 / 0.1421 hartree. The gap between HOMO and LUMO (alpha / beta) is 5.45 / 5.46 eV. The calculation puts the total energy at -8263.1356 eV. Its total charge is -1.

# CFKNO5S2

A molecular structure, CFKNO5S2 (ωB97M-V/def2-TZVPD, OMol25).

Atoms and positions in Å:
K 0.64094 -2.20200 0.25742
N 0.97525 0.54174 0.22999
S 2.58025 0.28254 -0.43211
O 3.50127 0.83606 0.62562
O 2.53775 -1.26036 -0.32213
S 0.07304 1.54446 -0.57580
O -1.37143 1.20081 -0.25993
F 0.17849 3.00390 0.39787
O -4.06186 -0.87500 0.27454
C -2.98167 -1.16313 -0.04763
O -2.07205 -1.90903 -0.14784

Atoms 1-2, force components in eV/Å:
-1.4276 -0.3178 0.5248
-0.2138 0.3344 -0.8378

For the HOMO energy, the calculation gives -4.0 eV. As for the LUMO energy: 0.0651 hartree. The gap between HOMO and LUMO is 5.75 eV. The calculation puts the total energy at -53479.6936 eV. Its total charge is -1.

# C9H9NSe

2 unconnected molecules or ions with the total composition C9H9NSe (ωB97M-V/def2-TZVPD, OMol25).

Atoms and positions in Å:
C -2.89345 1.70961 0.63087
C 2.61394 -0.22727 1.27098
C 2.31827 -1.52548 0.87178
C 1.70938 0.77958 1.10686
C 1.06607 -1.79788 0.37007
C 0.37910 0.49852 0.82512
C 0.02850 -0.81572 0.56028
C -1.26626 0.50525 -2.02275
C -2.30523 -0.14171 -1.17288
N -3.10720 2.45489 1.47075
Se -1.75004 -1.53014 -0.03882
H 3.52958 0.09365 1.62391
H 3.16483 -2.21732 0.88402
H 1.92651 1.78183 1.29220
H 0.95727 -2.84318 0.03765
H -0.30479 1.23057 0.86938
H -1.72267 1.53558 -2.34841
H -0.89619 0.02966 -2.96886
H -0.27871 0.83359 -1.61679
H -3.16890 -0.35406 -1.64534

Atoms 1-2, force components in eV/Å:
0.6183 -2.3645 -2.9507
-0.9470 -0.0046 -0.8226

For the HOMO energy (alpha / beta), the calculation gives -9.1 / -9.1 eV. As for the LUMO energy (alpha / beta): -0.0685 / -0.0685 hartree. The gap between HOMO and LUMO (alpha / beta) is 7.24 / 7.24 eV. The calculation puts the total energy at -76309.9549 eV.